Molecular formula: C4H5Cl
Method: DFT, ωB97M-V with the def2-TZVPD basis set

Output
net charge = 0
relative energy (zero: lowest compared OMol25 entry of this formula, charge and spin) = 316.17 kJ/mol
LUMO level (alpha / beta) = -0.4857 / -0.6527 eV
gap between HOMO and LUMO (alpha / beta) = 7.35 / 7.81 eV

CARTESIAN COORDINATES (ANGSTROEM)
C: -0.8278 -0.7326 0.1028
C: 0.5166 -0.8089 -0.3326
C: -1.6447 0.3355 0.0314
C: 1.6072 0.1395 -0.1082
Cl: -3.3750 0.2598 0.0424
H: -1.2188 -1.6875 0.1967
H: -1.1131 1.2544 0.0178
H: 2.4408 -0.0241 -0.7276
H: 2.0216 -0.0374 0.8834
H: 1.5932 1.3012 -0.1062